(1)
{
  "formula": "H3O3P3",
  "method": "ωB97M-V/def2-TZVPD",
  "species": ["O", "P", "O", "O", "P", "P", "H", "H", "H"],
  "xyz": [[1.556015, -1.683509, -1.912859], [0.929059, -2.579025, -0.576857], [-0.582382, -2.681263, -0.583594], [1.640308, -3.849083, -0.263961], [0.998841, -0.927935, 1.064850], [-0.986197, -0.425962, 0.314834], [1.978209, -0.207855, 0.233612], [-0.779419, -0.432125, -1.140222], [-0.810609, 1.024647, 0.355528]],
  "atomic_forces_ev_per_a": [[-1.8, -2.7, 4.1], [1.4, 2.7, -4.6], [-0.6, -0.4, 0.0], [0.8, -0.4, 0.5], [1.3, -0.2, -0.5], [0.1, 0.8, -1.6], [-0.9, -0.1, 0.6], [-0.2, 0.2, 1.2], [-0.1, 0.0, 0.3]],
  "orbital_gap_ha": 0.2651,
  "e_above_lowest_ev": 0.457,
  "homo_ev": 0.34,
  "charge": -2
}

=====

(2)
{
  "formula": "H3O3PS",
  "method": "ωB97M-V/def2-TZVPD",
  "species": ["O", "S", "P", "O", "O", "H", "H", "H"],
  "xyz": [[0.726287, -0.508387, -1.416780], [-0.379051, 0.728060, -1.586374], [-1.027261, 0.477553, 0.354305], [-1.062096, -1.100274, 0.625860], [0.935376, 0.770254, 1.123070], [0.981048, -0.392925, -0.493454], [-1.122069, -1.678287, -0.121861], [0.947766, 1.704005, 1.515234]],
  "atomic_forces_ev_per_a": [[0.0, -0.1, -0.8], [-0.1, -0.5, -0.1], [1.9, 1.8, 2.2], [0.0, 0.6, 0.7], [-2.9, 0.8, -0.5], [1.2, 0.0, 0.4], [0.2, -0.6, -0.9], [-0.2, -1.9, -1.0]],
  "orbital_gap_ha": 0.3400,
  "e_above_lowest_ev": 4.003,
  "homo_ev": -9.56
}

=====

| no. | total energy (eV) |
| --- | --- |
| 1 | -34057.54637 |
| 2 | -26314.14707 |